No. 1
The following is a DFT calculation (the ωB97M-V functional and the def2-TZVPD basis) of 10 unconnected molecules or ions with the total composition C45H44F7N3O6.

Summary:
- Frontier orbital gap: 9.25 eV
- LUMO: -0.051 eV
- SMILES: C[N+](=O)[O-].C[N+](=O)[O-].C[N+](=O)[O-].Fc1ccccc1.Fc1ccccc1.Fc1ccccc1.Fc1ccccc1.Fc1ccccc1.Fc1ccccc1.Fc1ccccc1

The geometry in XYZ format:
```
105
Properties=species:S:1:pos:R:3:lowdin_charge:R:1
F 7.745 -9.708 18.775 0.028
C 7.752 -9.996 20.129 -0.253
C 7.436 -9.006 21.013 -0.047
C 7.490 -9.294 22.341 -0.092
C 7.707 -10.615 22.771 -0.081
C 7.963 -11.637 21.859 -0.075
C 7.974 -11.277 20.537 -0.028
H 7.396 -7.991 20.588 0.115
H 7.204 -8.600 23.136 0.114
H 7.586 -10.828 23.855 0.115
H 8.150 -12.625 22.214 0.106
H 8.206 -12.061 19.887 0.103
F 13.950 -12.320 19.261 0.044
C 13.241 -11.389 19.942 -0.286
C 13.047 -10.165 19.331 -0.048
C 12.201 -9.293 20.023 -0.094
C 11.512 -9.632 21.167 -0.080
C 11.645 -10.935 21.683 -0.072
C 12.556 -11.807 21.081 -0.015
H 13.464 -9.957 18.345 0.103
H 12.069 -8.330 19.496 0.109
H 10.728 -8.925 21.542 0.109
H 11.018 -11.300 22.502 0.104
H 12.545 -12.842 21.399 0.116
F 16.963 -7.936 13.879 0.040
C 15.960 -8.764 14.288 -0.280
C 16.171 -9.717 15.257 0.011
C 15.041 -10.495 15.539 -0.082
C 13.850 -10.243 14.939 -0.154
C 13.726 -9.410 13.912 -0.091
C 14.803 -8.594 13.574 0.000
H 17.149 -9.904 15.715 0.129
H 15.206 -11.277 16.249 0.104
H 12.988 -10.800 15.317 0.098
H 12.716 -9.345 13.513 0.115
H 14.744 -7.754 12.907 0.120
F 6.065 -6.120 14.031 0.026
C 5.857 -5.780 15.351 -0.297
C 5.354 -6.733 16.153 -0.012
C 5.028 -6.330 17.477 -0.067
C 5.150 -4.992 17.803 -0.121
C 5.670 -4.032 16.941 -0.085
C 6.074 -4.462 15.691 -0.030
H 5.103 -7.725 15.775 0.127
H 4.658 -7.019 18.260 0.114
H 4.852 -4.726 18.810 0.098
H 5.780 -3.041 17.392 0.112
H 6.430 -3.743 14.879 0.152
F 11.429 -4.920 24.593 0.063
C 10.993 -5.281 23.373 -0.286
C 9.722 -5.731 23.221 -0.008
C 9.287 -6.189 21.940 -0.083
C 10.139 -6.036 20.863 -0.093
C 11.436 -5.502 21.074 -0.089
C 11.910 -5.192 22.306 -0.007
H 9.246 -5.907 24.171 0.115
H 8.287 -6.667 21.889 0.082
H 9.631 -6.410 19.978 0.082
H 12.090 -5.297 20.242 0.095
H 12.927 -4.811 22.418 0.131
F 14.909 -8.063 18.314 0.020
C 14.391 -6.860 17.885 -0.254
C 13.460 -6.971 16.866 -0.009
C 12.924 -5.800 16.302 -0.042
C 13.362 -4.551 16.831 -0.054
C 14.252 -4.528 17.934 -0.096
C 14.732 -5.668 18.494 -0.036
H 13.234 -7.947 16.552 0.085
H 12.172 -5.809 15.536 0.076
H 12.946 -3.656 16.355 0.102
H 14.571 -3.611 18.385 0.098
H 15.359 -5.580 19.384 0.128
F 9.879 -3.297 15.780 0.092
C 9.623 -4.580 15.771 -0.369
C 9.166 -5.147 16.907 -0.035
C 8.982 -6.517 16.971 -0.079
C 9.189 -7.326 15.851 -0.050
C 9.611 -6.703 14.635 -0.064
C 9.788 -5.327 14.627 -0.036
H 8.856 -4.602 17.823 0.122
H 8.600 -6.931 17.883 0.085
H 9.168 -8.400 15.986 0.069
H 9.748 -7.273 13.730 0.090
H 10.103 -4.703 13.756 0.141
C 10.142 -1.751 19.428 0.056
N 11.279 -1.938 20.348 -0.426
O 12.386 -2.113 19.884 0.052
O 11.115 -1.936 21.575 0.047
H 9.664 -2.693 19.307 0.076
H 10.566 -1.454 18.525 0.071
H 9.431 -0.969 19.802 0.125
C 10.810 -11.250 17.582 0.052
N 9.745 -11.532 16.539 -0.414
O 9.535 -10.580 15.772 0.007
O 9.093 -12.531 16.638 0.094
H 11.792 -11.337 17.108 0.077
H 10.822 -12.006 18.334 0.092
H 10.669 -10.187 17.789 0.099
C 7.719 -8.949 12.499 0.042
N 6.699 -9.025 11.417 -0.447
O 6.426 -10.085 10.940 0.078
O 6.263 -7.926 10.981 0.026
H 7.491 -8.030 13.017 0.066
H 8.652 -9.040 11.958 0.102
H 7.520 -9.891 13.076 0.119
```

***

No. 2
The following is a DFT calculation (the ωB97M-V functional and the def2-TZVPD basis) of a molecular structure, C45H45BrGeN7O6W.

Summary:
- Frontier orbital gap (alpha / beta): 6.05 / 7.46 eV
- Net charge: +1
- LUMO (alpha / beta): -2.698 / -2.837 eV
- Spin multiplicity: 3

The geometry in XYZ format:
```
106
Properties=species:S:1:pos:R:3:lowdin_spin:R:1
W -0.622 -0.500 1.055 1.688
C -2.629 0.299 4.556 0.001
O -2.451 0.647 3.174 0.017
C -2.541 1.950 2.825 0.002
C -3.139 2.932 3.676 0.000
C -3.254 4.264 3.222 0.001
Br -4.217 5.524 4.341 0.000
C -2.758 4.605 1.976 0.000
C -2.002 3.658 1.212 0.002
C -2.101 2.320 1.570 0.004
O -1.733 1.279 0.669 0.054
C -1.329 4.130 -0.003 0.000
N -1.898 5.055 -0.825 0.001
C -0.969 5.366 -1.758 0.000
C -1.038 6.351 -2.741 0.000
C 0.043 6.509 -3.597 0.000
C 1.210 5.719 -3.432 0.000
C 1.311 4.749 -2.437 0.000
C 0.245 4.596 -1.560 0.000
N -0.044 3.803 -0.453 0.000
H -2.049 0.988 5.235 0.000
H -2.227 -0.714 4.717 0.000
H -3.692 0.305 4.787 0.000
H -3.491 2.670 4.669 0.000
H -2.835 5.636 1.593 0.000
H -1.714 1.588 -0.278 0.003
H -1.961 6.924 -2.851 0.000
H 0.039 7.339 -4.322 0.000
H 2.035 5.794 -4.155 0.000
H 2.221 4.160 -2.370 0.000
H 0.610 3.115 -0.114 0.000
O -1.177 -3.949 3.341 0.038
C -1.354 -3.001 2.561 0.028
O -0.412 -2.106 2.285 0.052
C -2.704 -2.667 2.015 0.029
C -3.843 -3.413 2.352 -0.004
C -5.070 -2.896 1.941 0.027
C -5.111 -1.722 1.156 -0.005
C -3.948 -1.071 0.782 0.023
N -2.733 -1.492 1.252 0.008
H -3.718 -4.358 2.904 0.000
H -6.032 -3.304 2.293 0.001
H -6.052 -1.363 0.757 -0.001
H -3.971 -0.164 0.168 0.001
N 1.598 -0.103 0.796 0.028
C 2.357 0.524 1.894 0.003
C 3.650 -0.306 2.167 0.000
C 3.525 -1.841 2.440 0.000
C 3.979 -2.405 3.820 0.000
N 2.982 -2.210 4.895 0.000
C 1.755 -2.840 4.851 0.000
N 0.709 -2.189 5.450 0.000
N 1.604 -4.069 4.347 0.000
C 1.444 0.606 3.076 0.004
O 1.832 0.625 4.260 0.002
O 0.138 0.631 2.749 0.061
H 1.940 -1.039 0.653 0.005
H 1.777 0.367 -0.075 0.006
H 2.500 1.592 1.587 0.000
H 4.100 0.166 3.079 0.000
H 4.320 -0.074 1.343 0.000
H 4.096 -2.368 1.672 0.000
H 2.515 -2.187 2.243 0.000
H 4.838 -1.859 4.243 0.000
H 4.189 -3.467 3.697 0.000
H 2.897 -1.243 5.204 0.000
H 0.764 -1.185 5.503 0.000
H -0.262 -2.480 5.271 0.000
H 2.413 -4.609 4.120 0.000
H 0.643 -4.463 4.202 0.000
C -0.578 -1.225 -0.749 -0.080
Ge 0.324 -1.081 -2.431 -0.012
C 2.309 -0.854 -2.271 0.001
C 3.163 -1.950 -2.172 0.001
C 4.521 -1.871 -2.392 0.000
C 5.067 -0.630 -2.720 0.001
C 4.262 0.514 -2.722 0.000
C 2.901 0.387 -2.466 0.001
C -0.440 0.265 -3.590 -0.003
C 0.225 0.939 -4.639 0.000
C -0.419 1.923 -5.367 0.000
C -1.750 2.311 -5.010 0.000
C -2.439 1.598 -4.057 0.000
C -1.775 0.615 -3.336 -0.003
C 0.116 -2.803 -3.342 0.000
C 0.109 -4.017 -2.657 0.000
C -0.201 -5.211 -3.285 0.000
C -0.339 -5.236 -4.649 0.000
C -0.319 -4.049 -5.390 0.000
C -0.113 -2.843 -4.724 0.000
H -1.218 -2.107 -0.898 0.019
H 2.748 -2.907 -1.943 0.000
H 5.153 -2.754 -2.352 0.000
H 6.137 -0.587 -2.954 0.000
H 4.649 1.484 -2.892 0.000
H 2.235 1.253 -2.432 0.000
H 1.245 0.702 -4.852 0.000
H 0.125 2.430 -6.151 0.000
H -2.252 3.158 -5.498 0.000
H -3.464 1.852 -3.828 0.000
H -2.336 0.021 -2.589 -0.002
H 0.412 -4.063 -1.625 -0.001
H -0.265 -6.123 -2.686 0.000
H -0.460 -6.192 -5.216 0.000
H -0.498 -4.105 -6.444 0.000
H -0.031 -1.978 -5.345 0.000
```

***

No. 3
The following is a DFT calculation (the ωB97M-V functional and the def2-TZVPD basis) of a molecular structure, C45H46AsClCrFN6OS3.

Summary:
- Frontier orbital gap (alpha / beta): 6.78 / 7.04 eV
- Net charge: -1
- LUMO (alpha / beta): 2.235 / 2.234 eV
- Energy above the lowest of the compared OMol25 structures with the same formula, charge and spin: 42.87 kcal per mole
- Spin multiplicity: 5

The geometry in XYZ format:
```
105
Properties=species:S:1:pos:R:3:lowdin_spin:R:1
Cr -2.231 -0.749 0.606 3.802
S 0.130 0.668 0.086 0.041
C 0.716 0.667 1.743 0.008
C 2.111 0.512 2.111 0.002
C 2.561 0.745 3.376 0.001
C 1.671 1.015 4.409 0.002
C 0.325 1.023 4.132 0.001
C -0.121 0.825 2.809 0.009
As -2.003 0.974 2.330 0.020
C -2.208 2.771 1.773 -0.001
C -1.259 3.681 2.287 -0.001
C -1.494 5.058 2.296 0.000
C -2.655 5.599 1.741 0.000
C -3.621 4.703 1.240 0.000
C -3.343 3.315 1.242 0.000
C -2.766 1.158 4.074 0.001
C -2.945 -0.006 4.845 0.000
C -3.306 0.026 6.150 0.000
C -3.499 1.349 6.675 -0.001
C -3.400 2.489 5.956 0.000
C -3.028 2.439 4.600 -0.001
H 2.784 0.305 1.314 0.000
H 3.586 0.579 3.641 0.000
H 1.997 1.192 5.362 0.000
H -0.431 0.987 4.975 0.000
H -0.415 3.380 2.852 0.000
H -0.674 5.638 2.717 0.000
H -2.747 6.703 1.664 0.000
H -4.553 4.975 0.711 0.000
H -4.017 2.601 0.810 0.000
H -2.680 -0.882 4.335 0.000
H -3.345 -0.854 6.771 0.000
H -3.870 1.400 7.713 0.000
H -3.631 3.423 6.375 0.000
H -3.008 3.417 4.085 0.000
S -4.266 1.625 -3.165 0.024
C -3.724 0.952 -1.784 0.021
N -3.242 0.561 -0.796 0.011
F -1.764 -5.242 4.840 0.004
C -1.722 -4.288 3.913 0.013
C -0.586 -3.572 3.661 -0.003
C -0.675 -2.530 2.777 0.011
C -1.802 -2.305 1.984 -0.024
C -2.936 -3.127 2.216 0.024
C -2.875 -4.118 3.190 -0.003
H 0.295 -3.747 4.296 -0.001
H 0.160 -1.849 2.756 0.000
H -3.931 -2.962 1.679 0.007
H -3.731 -4.596 3.594 -0.001
C 2.866 -2.389 -5.606 0.000
C 1.909 -1.217 -5.264 0.000
C 2.799 0.061 -5.342 0.000
C 0.902 -1.026 -6.370 0.000
C 1.377 -1.324 -3.824 0.000
O 0.780 -0.048 -3.468 0.000
C 2.458 -1.684 -2.787 0.000
C 2.139 -1.594 -1.274 0.001
C 2.887 -2.632 -0.447 0.000
C 2.206 -3.163 0.616 0.000
C 2.891 -4.055 1.451 0.000
C 4.182 -4.433 1.179 0.000
Cl 4.916 -5.593 2.322 0.000
C 4.902 -3.943 0.135 0.000
C 4.217 -3.017 -0.727 0.000
C 0.223 -2.334 -3.909 0.000
N -0.506 -2.428 -2.699 0.002
C -1.338 -1.576 -2.111 0.009
N -1.818 -2.175 -1.021 0.007
C -1.130 -3.344 -0.950 0.005
N -0.450 -3.616 -1.999 0.002
H 3.411 -2.108 -6.537 0.000
H 2.381 -3.330 -5.840 0.000
H 3.624 -2.606 -4.895 0.000
H 3.287 0.075 -6.349 0.000
H 3.590 -0.039 -4.523 0.000
H 2.270 1.025 -5.326 0.000
H 1.492 -0.829 -7.278 0.000
H 0.174 -0.303 -6.214 0.000
H 0.356 -1.953 -6.658 0.000
H 1.119 0.193 -2.568 0.000
H 3.470 -1.329 -3.026 0.000
H 2.626 -2.737 -2.974 0.000
H 1.092 -1.840 -1.026 0.000
H 2.437 -0.576 -0.853 0.001
H 1.199 -2.856 0.842 0.000
H 2.259 -4.409 2.277 0.000
H 5.905 -4.298 -0.002 0.000
H 4.856 -2.675 -1.563 0.000
H 0.637 -3.306 -4.180 0.000
H -0.511 -1.973 -4.668 0.000
H -1.518 -0.588 -2.539 0.001
H -1.411 -4.046 -0.201 0.000
C 0.969 5.916 -1.852 0.000
N 0.488 4.593 -2.196 0.000
C -0.509 3.995 -1.437 0.000
C -0.917 2.914 -2.191 0.000
N -0.139 2.929 -3.349 0.000
C 0.731 3.975 -3.348 0.000
S 1.717 4.513 -4.623 0.000
H 0.428 6.182 -0.918 0.000
H 0.550 6.568 -2.600 0.000
H 2.042 5.900 -1.860 0.000
H -0.524 4.266 -0.388 0.000
H -1.693 2.160 -1.974 0.000
H -0.129 2.199 -4.036 0.000
```

***

No. 4
The following is a DFT calculation (the ωB97M-V functional and the def2-TZVPD basis) of 9 unconnected molecules or ions with the total composition C45H46Br2F3N9O2.

Summary:
- Frontier orbital gap: 8.91 eV
- LUMO: 0.517 eV
- SMILES: NC(=O)OCC[C@](F)(Br)C(F)(F)Br.c1ccncc1.c1ccncc1.c1ccncc1.c1ccncc1.c1ccncc1.c1ccncc1.c1ccncc1.c1ccncc1

The geometry in XYZ format:
```
107
Properties=species:S:1:pos:R:3:lowdin_charge:R:1
N 3.091 -0.056 -1.522 0.151
C 2.253 -0.209 -2.660 -0.619
O 2.100 0.633 -3.450 0.152
O 1.608 -1.395 -2.760 -0.010
C 0.558 -1.542 -1.773 -0.163
C -0.495 -0.422 -1.939 -0.229
C -1.900 -0.896 -1.605 -0.774
F -1.937 -1.506 -0.405 0.024
Br -2.396 -2.198 -2.996 0.863
C -2.973 0.254 -1.551 -0.924
F -3.211 0.508 -0.267 0.021
F -4.107 -0.073 -2.125 0.019
Br -2.408 1.935 -2.363 0.857
H 4.035 0.217 -1.777 0.066
H 2.676 0.630 -0.901 0.075
H 0.154 -2.544 -1.901 0.102
H 1.049 -1.467 -0.795 0.126
H -0.183 0.406 -1.293 0.116
H -0.479 -0.125 -2.987 0.099
N 6.057 1.342 -0.493 0.054
C 6.172 2.674 -0.515 -0.165
C 7.318 3.354 -0.136 -0.072
C 8.409 2.615 0.293 -0.075
C 8.312 1.235 0.323 -0.070
C 7.122 0.650 -0.080 -0.148
H 5.293 3.209 -0.858 0.099
H 7.355 4.434 -0.178 0.102
H 9.323 3.109 0.598 0.106
H 9.139 0.622 0.650 0.081
H 7.005 -0.427 -0.075 0.099
N 4.418 1.407 -6.889 0.058
C 4.334 0.686 -5.769 -0.138
C 5.275 -0.263 -5.394 -0.069
C 6.359 -0.479 -6.228 -0.089
C 6.462 0.258 -7.396 -0.082
C 5.470 1.185 -7.677 -0.161
H 3.469 0.886 -5.149 0.079
H 5.158 -0.818 -4.472 0.097
H 7.114 -1.213 -5.971 0.100
H 7.293 0.119 -8.075 0.098
H 5.511 1.787 -8.578 0.100
N -4.827 3.480 4.402 0.077
C -3.611 2.962 4.216 -0.193
C -3.210 2.335 3.047 -0.111
C -4.124 2.237 2.009 -0.043
C -5.391 2.767 2.182 -0.076
C -5.690 3.376 3.391 -0.153
H -2.931 3.059 5.056 0.116
H -2.209 1.934 2.951 0.072
H -3.852 1.756 1.083 0.089
H -6.133 2.708 1.396 0.096
H -6.670 3.807 3.571 0.104
N -2.212 0.112 3.230 0.044
C -3.331 -0.490 2.824 -0.136
C -4.531 -0.435 3.517 -0.057
C -4.571 0.281 4.702 -0.050
C -3.420 0.912 5.143 -0.109
C -2.274 0.798 4.373 -0.222
H -3.251 -1.040 1.892 0.103
H -5.408 -0.941 3.138 0.098
H -5.489 0.347 5.274 0.119
H -3.410 1.481 6.063 0.125
H -1.350 1.280 4.677 0.125
N 1.301 2.356 1.407 0.058
C 0.841 1.716 2.482 -0.145
C 1.658 1.213 3.488 -0.062
C 3.032 1.383 3.367 -0.071
C 3.522 2.047 2.254 -0.070
C 2.618 2.511 1.314 -0.174
H -0.237 1.603 2.525 0.071
H 1.229 0.701 4.339 0.098
H 3.705 1.005 4.127 0.106
H 4.583 2.208 2.113 0.093
H 2.961 3.041 0.430 0.097
N 9.532 -1.791 -0.663 0.055
C 9.659 -1.983 -1.976 -0.148
C 10.879 -2.090 -2.626 -0.070
C 12.035 -1.989 -1.870 -0.079
C 11.927 -1.788 -0.504 -0.071
C 10.658 -1.698 0.046 -0.165
H 8.728 -2.053 -2.528 0.103
H 10.921 -2.249 -3.695 0.102
H 13.008 -2.067 -2.340 0.106
H 12.805 -1.704 0.121 0.102
H 10.525 -1.544 1.112 0.104
N -10.156 -0.147 2.680 0.059
C -10.256 -0.159 1.351 -0.175
C -9.188 0.060 0.494 -0.082
C -7.944 0.310 1.050 -0.080
C -7.817 0.329 2.429 -0.077
C -8.949 0.093 3.195 -0.142
H -11.250 -0.357 0.963 0.106
H -9.327 0.035 -0.578 0.107
H -7.083 0.487 0.415 0.105
H -6.863 0.521 2.900 0.060
H -8.898 0.095 4.278 0.105
N -7.672 -4.563 -1.004 0.053
C -8.435 -5.649 -1.123 -0.159
C -9.677 -5.790 -0.521 -0.077
C -10.152 -4.745 0.253 -0.079
C -9.374 -3.607 0.392 -0.068
C -8.149 -3.567 -0.256 -0.153
H -8.021 -6.443 -1.736 0.102
H -10.254 -6.695 -0.656 0.100
H -11.116 -4.815 0.741 0.106
H -9.710 -2.770 0.988 0.081
H -7.508 -2.695 -0.178 0.096
```